77
Properties=species:S:1:pos:R:3 method="wB97M-V/def2-TZVPD" charge=-1 s2=0.7612 orbital_gap_ev="5.557 / 5.581" spin_multiplicity=2
Co 0.768 -0.177 -0.079
Cl 5.748 -4.545 -1.459
Cl 5.445 0.807 -0.535
Cl 7.185 -1.767 -1.099
Cl 2.627 -4.716 -1.275
S -0.392 2.826 -1.665
S -1.802 -3.617 -0.273
O -3.202 -3.204 -0.641
O 1.328 -2.091 -0.719
O 0.433 1.630 -1.333
O 2.575 0.262 -0.401
N -5.174 0.992 -0.604
N -1.244 -0.300 0.005
C -0.649 -5.767 1.003
C 5.456 -1.894 -0.989
C 1.808 0.588 2.559
C -1.837 -0.395 -1.191
C -3.881 0.536 -0.393
C -2.366 3.947 -0.093
C -2.340 3.840 2.307
C 1.007 -0.298 1.826
C 1.987 0.471 3.934
C 0.424 -1.342 2.561
C 3.424 -3.178 -1.056
C -0.509 2.902 1.062
C 0.843 4.124 -1.786
C -0.914 -3.958 -1.822
C 2.144 3.791 -1.443
C -3.282 0.609 0.861
C 4.825 -3.106 -1.149
C -1.929 -5.325 0.311
C 2.787 6.050 -1.979
C 4.684 -0.750 -0.726
C 3.302 -0.800 -0.621
C -1.142 3.300 -0.106
C 1.479 6.358 -2.335
C 0.495 5.385 -2.245
C -1.119 3.176 2.276
C 3.119 4.775 -1.541
C 2.624 -2.065 -0.799
C -1.975 0.191 1.010
C -2.965 4.226 1.129
C 1.378 -0.563 4.633
C -1.858 -4.294 -2.965
C -3.124 0.020 -1.444
C 0.601 -1.478 3.933
H -1.394 -4.030 -3.916
H -3.925 4.725 1.159
H -2.793 -3.743 -2.864
H 3.556 6.809 -2.054
H 0.418 2.345 1.019
H -0.772 -6.766 1.423
H 2.621 1.178 4.460
H -3.819 1.003 1.714
H 0.140 -2.307 4.460
H -0.291 -3.082 -1.996
H -5.754 1.029 0.218
H -0.217 -4.761 -1.593
H -3.545 -0.096 -2.433
H -0.177 -2.078 2.033
H 1.523 -0.666 5.702
H -2.101 -5.358 -2.997
H 2.338 1.376 2.031
H -2.814 4.045 3.259
H 2.383 2.778 -1.130
H -2.776 -5.299 0.998
H -5.648 0.581 -1.391
H -2.862 4.202 -1.022
H -0.642 2.849 3.192
H -0.527 5.606 -2.528
H -1.229 -0.822 -1.980
H -2.196 -5.958 -0.538
H -1.472 0.250 1.966
H -0.388 -5.084 1.812
H 4.141 4.535 -1.280
H 0.200 -5.788 0.321
H 1.228 7.350 -2.688


74
Properties=species:S:1:pos:R:3 method="wB97M-V/def2-TZVPD" s2=12.0126 orbital_gap_ev="6.200 / 8.028" spin_multiplicity=7
Eu 0.276 -0.293 -0.551
S 2.332 -1.978 -1.519
S 1.278 -4.815 -1.384
S -4.277 0.722 -0.090
S -2.302 -1.099 -1.492
S 1.627 1.194 1.311
O 4.667 -3.244 5.346
O 3.997 -1.754 6.844
N -1.733 0.599 0.448
N 0.216 -2.777 -0.161
C -2.509 1.406 -3.809
C -1.722 -3.837 0.946
C 2.503 0.737 3.821
C 0.381 2.620 -1.646
C -1.523 2.337 2.185
C -2.065 3.268 -1.633
C 1.449 1.860 -2.178
C -0.581 -3.856 0.145
C -2.248 1.572 1.274
C -0.924 2.421 -2.129
C 4.002 -2.122 5.700
C 2.863 2.144 -1.736
C -3.626 1.805 1.120
C -0.867 -6.246 -0.243
C -1.997 -6.208 0.554
C -1.169 1.461 -3.125
C -0.418 -0.526 -4.493
C -2.176 3.324 2.897
C 3.326 -1.385 4.605
C 2.166 0.158 2.595
C -2.417 -5.015 1.138
C 1.201 0.901 -3.185
C 2.933 -1.972 3.401
C -0.168 -5.069 -0.439
C 0.701 3.765 -0.722
C 2.346 0.314 -3.974
C -2.667 0.072 -0.328
C -4.275 2.805 1.822
C 2.347 -1.213 2.411
C 3.065 -0.028 4.813
C -3.535 3.564 2.712
C 1.214 -3.121 -0.953
C -0.127 0.632 -3.572
H -0.425 -0.226 -5.542
H 3.340 0.408 5.759
H -2.041 -2.911 1.403
H -1.615 3.925 3.596
H -0.533 -7.161 -0.707
H -2.879 2.415 -3.981
H 3.145 1.044 -4.065
H 3.281 2.973 -2.308
H 1.163 3.417 0.202
H -4.022 4.356 3.260
H -1.981 3.465 -0.566
H 0.336 -1.300 -4.361
H 2.022 0.050 -4.976
H -2.088 4.223 -2.153
H -3.304 -5.013 1.751
H 3.504 1.275 -1.873
H 2.329 1.793 3.964
H -5.328 2.986 1.670
H 3.060 -3.033 3.230
H 4.657 -3.375 4.389
H -3.248 0.867 -3.219
H -0.464 2.159 2.303
H -3.016 2.770 -1.796
H -2.425 0.913 -4.771
H 1.402 4.436 -1.217
H -1.390 -0.954 -4.251
H 2.050 -1.672 1.464
H 2.887 2.412 -0.681
H 2.759 -0.581 -3.511
H -2.558 -7.114 0.726
H -0.186 4.329 -0.463


What molecular weight values result from the calculations? In sequence: 784.50; 799.92 g/mol.
What DFT total energy values result from the calculations? In sequence: -155282.712; -115309.843 eV.